(1)
DFT (wB97M-V/def2-TZVPD) results for 13 unconnected molecules or ions with the total composition H26O13 in a non-equilibrium geometry.

The relative energy (zero: lowest compared OMol25 entry of this formula, charge and spin) is 32.7 kJ/mol. The multiplicity is 2. The largest force on an atom comes out at 2.34 eV/Å. Its total charge is +1.

Cartesian coordinates (Å):
O (21.82025, 1.15867, -10.08709)
H (21.29704, 1.03357, -9.29537)
H (22.58971, 1.64548, -9.79183)
O (20.36978, -2.26038, -8.95158)
H (20.97324, -2.23270, -9.69408)
H (19.95439, -1.39802, -8.94766)
O (18.40971, 0.15254, -6.02778)
H (18.40800, 0.25743, -5.07635)
H (17.49981, 0.29802, -6.28690)
O (18.78492, 0.14297, -9.30766)
H (18.84971, 0.81195, -8.62612)
H (18.93378, 0.61806, -10.12520)
O (16.48167, 2.94329, -7.26445)
H (16.31906, 2.13830, -7.75615)
H (15.94474, 2.85604, -6.47685)
O (19.04280, 2.63277, -8.64402)
H (18.15422, 2.76744, -8.31459)
H (19.10556, 3.20741, -9.40696)
O (20.99210, 0.35462, -7.48588)
H (20.31436, 0.49036, -6.82371)
H (21.48294, -0.40588, -7.17452)
O (19.40758, 3.18163, -5.59987)
H (18.89257, 2.60990, -5.03055)
H (19.26072, 2.83813, -6.48116)
O (16.48849, -1.94915, -10.14295)
H (16.74579, -2.86478, -10.03500)
H (17.20264, -1.55680, -10.64523)
O (21.24493, 0.13695, -12.47241)
H (21.49637, 0.54547, -11.64409)
H (21.66302, 0.67705, -13.14302)
O (15.93346, 0.84426, -8.78306)
H (15.28785, 0.58271, -9.43957)
H (16.55711, 0.11857, -8.75734)
O (18.91100, -1.82621, -11.88782)
H (18.70312, -1.54894, -12.78009)
H (19.73479, -1.38315, -11.68462)
O (18.90404, 1.64282, -11.91915)
H (18.08647, 2.03749, -12.22254)
H (19.22645, 1.14906, -12.67312)


(2)
DFT (wB97M-V/def2-TZVPD) results for 13 unconnected molecules or ions with the total composition H26O13 in a non-equilibrium geometry.

The relative energy (zero: lowest compared OMol25 entry of this formula, charge and spin) is 572.2 kJ/mol. The multiplicity is 2. The largest force on an atom comes out at 10.07 eV/Å. Its total charge is +1.

Cartesian coordinates (Å):
O (0.09052, 3.33776, -1.67469)
H (0.43886, 3.10620, -2.53238)
H (0.28048, 4.24415, -1.44868)
O (3.55155, -2.63326, 0.80691)
H (2.52940, -2.63034, 0.67041)
H (3.76574, -1.78910, 0.27886)
O (0.44400, -2.31296, 0.35384)
H (0.36234, -1.30979, 0.09833)
H (1.06354, -2.66890, -0.12102)
O (-2.28100, 0.51039, 1.67410)
H (-1.44049, 0.29888, 2.30259)
H (-2.36197, 1.33737, 1.36384)
O (-3.13924, 2.43688, -1.08007)
H (-2.38781, 2.63900, -1.74541)
H (-3.22419, 1.50049, -1.14102)
O (2.45347, 2.56833, 0.65235)
H (3.33837, 3.11776, 0.45355)
H (2.11287, 2.98640, 1.52896)
O (-2.07752, -1.08337, -0.53433)
H (-2.43016, -0.57790, 0.16524)
H (-1.86750, -1.97776, -0.18266)
O (1.69101, -0.64150, -3.77387)
H (0.86521, -0.15248, -3.72135)
H (1.40314, -1.60541, -4.01505)
O (0.24453, -0.37491, 2.54083)
H (0.59601, -0.18568, 1.67315)
H (-0.15884, -1.28719, 2.23108)
O (-0.34918, -1.78404, -3.28370)
H (-1.16246, -1.66450, -3.67178)
H (-0.62650, -2.06259, -2.27519)
O (-3.29765, -2.59261, 1.95950)
H (-3.57117, -1.73615, 1.69132)
H (-2.52815, -2.47807, 2.51605)
O (1.83513, -0.38504, -0.43301)
H (1.26758, -0.31050, -1.10019)
H (2.64088, -0.79352, -0.67774)
O (0.28412, 2.34723, 3.47322)
H (0.69639, 2.01581, 4.17874)
H (0.94871, 2.59088, 2.79923)


(3)
DFT (wB97M-V/def2-TZVPD) results for 14 unconnected molecules or ions with the total composition H26O17S in a non-equilibrium geometry.

The relative energy (zero: lowest compared OMol25 entry of this formula, charge and spin) is 510.3 kJ/mol. The largest force on an atom comes out at 4.57 eV/Å. Its total charge is -2.

Cartesian coordinates (Å):
S (-2.31849, 4.94301, -12.56563)
O (-2.98116, 6.15974, -12.21881)
O (-3.27531, 3.88822, -12.65954)
O (-1.75897, 5.08620, -13.90331)
O (-1.20503, 4.64124, -11.68798)
O (-6.84674, 8.78632, -13.77349)
H (-7.67536, 8.80405, -13.29463)
H (-6.24031, 8.33399, -13.18708)
O (4.73913, 5.65809, -12.76700)
H (4.23630, 5.34398, -13.51848)
H (4.08818, 6.06705, -12.19669)
O (1.89428, 1.66114, -12.74511)
H (1.46124, 2.23489, -12.11305)
H (1.24375, 1.52961, -13.43485)
O (-2.01798, 4.41553, -7.05274)
H (-1.61261, 4.32249, -7.91486)
H (-2.79730, 3.86120, -7.09290)
O (2.28606, 5.49689, -16.39662)
H (1.45266, 5.30497, -15.96670)
H (2.30272, 6.45091, -16.47276)
O (-5.45596, 7.72794, -8.84007)
H (-4.76317, 7.47420, -9.44989)
H (-5.67638, 8.62597, -9.08745)
O (-4.44900, 6.77194, -17.30758)
H (-5.20310, 7.12822, -16.83788)
H (-3.82506, 6.54066, -16.61951)
O (-1.35478, 9.95465, -14.14592)
H (-2.13323, 10.43810, -14.42255)
H (-1.68916, 9.10436, -13.86057)
O (-3.43496, -0.63697, -10.29838)
H (-3.72973, 0.23785, -10.55145)
H (-3.12279, -1.03012, -11.11336)
O (-7.63576, 4.13617, -11.62805)
H (-6.77697, 3.94432, -12.00475)
H (-7.44411, 4.64633, -10.84114)
O (1.74527, 7.65233, -9.98396)
H (1.29266, 8.49267, -9.91183)
H (1.04443, 7.01202, -10.10669)
O (-1.46664, 2.31286, -17.55952)
H (-1.60150, 3.00783, -16.91527)
H (-0.93575, 2.71996, -18.24410)
O (-4.64646, -0.23846, -14.60255)
H (-4.38185, 0.51860, -14.07999)
H (-3.83931, -0.73751, -14.72785)


(4)
DFT (wB97M-V/def2-TZVPD) results for a molecular structure, H27O13 in a non-equilibrium geometry.

The relative energy (zero: lowest compared OMol25 entry of this formula, charge and spin) is 586.6 kJ/mol. The largest force on an atom comes out at 11.06 eV/Å. Its total charge is +1.

Cartesian coordinates (Å):
O (3.85223, -2.34532, 0.62634)
H (-0.73135, -0.94116, 2.87173)
H (2.50733, -1.09065, 1.89162)
O (2.43192, -1.24893, 2.79781)
H (3.28537, -1.47689, 3.16114)
H (-4.45452, 0.80040, 0.53926)
O (2.43649, -0.51713, 0.37512)
H (-0.80071, -0.50683, 1.65639)
O (-3.55096, 0.64435, 1.02712)
H (-2.19227, -2.18541, -2.64131)
H (-2.77427, 0.95659, 0.26570)
O (1.87698, -3.32899, -1.51191)
H (4.11755, -2.02361, -0.26097)
H (-1.97248, 3.55062, -1.22019)
O (1.48911, 1.03572, 2.92500)
H (-1.60847, -3.68728, -2.18711)
H (0.75180, 1.23754, 3.55479)
O (-0.90308, -0.34849, -0.54613)
H (-0.81464, 3.81468, 1.49614)
H (-1.20481, 0.42074, -1.12023)
O (1.10609, 2.59596, -0.73487)
H (1.13958, 2.49528, -1.66613)
H (1.15568, -3.86061, -1.96653)
O (-1.59241, -2.63482, -2.22601)
H (0.89819, 1.15092, 2.18165)
H (1.92599, -0.18600, 2.79478)
O (-2.72477, -0.19486, -3.00967)
H (-2.26958, -0.01010, -3.91593)
H (-3.53152, 0.09042, -3.07676)
O (-0.24663, -0.39952, 2.42910)
H (0.22471, 3.13443, -0.85438)
H (3.50653, -3.19392, 0.44523)
O (-1.53955, 3.05275, -1.86903)
H (1.69568, -2.42850, -1.49643)
H (-0.98871, -1.09191, -0.96262)
O (-1.29448, 3.16940, 0.99002)
H (3.17114, -0.02512, -0.22102)
H (-2.00152, 3.20244, 1.64098)
H (-2.01323, 2.47955, -2.25592)
H (1.63760, -0.10573, 0.07323)


(5)
DFT (wB97M-V/def2-TZVPD) results for 14 unconnected molecules or ions with the total composition H27O14 in a non-equilibrium geometry.

The relative energy (zero: lowest compared OMol25 entry of this formula, charge and spin) is 445.3 kJ/mol. The largest force on an atom comes out at 6.08 eV/Å. Its total charge is -1.

Cartesian coordinates (Å):
O (3.92427, -1.94603, 1.58290)
H (-0.48943, -1.01886, 0.66488)
O (-1.20049, -0.67839, -2.25362)
H (-1.33262, -0.12014, 3.17616)
H (-2.36517, 3.79020, 2.54446)
O (-0.27152, -3.09078, -0.39014)
H (-2.59316, 2.26587, 2.53495)
H (1.43479, -3.68790, 1.01686)
O (2.20840, -4.29127, 0.73537)
H (-4.01329, 1.88737, 0.80972)
H (2.82579, -3.76125, 1.21857)
O (-3.34132, 2.48115, 0.89421)
H (3.80499, -1.10655, 1.93287)
H (-0.34212, -0.93547, -2.43819)
O (-1.85855, -0.73083, 2.62131)
H (1.74037, -2.71876, -2.68871)
H (-0.23805, 2.59031, 2.00664)
O (2.27857, -2.07283, -2.30522)
H (-0.53367, 0.50792, 0.03755)
H (-2.79408, -0.39187, 2.78751)
O (-2.39749, 2.96703, 3.11885)
H (-0.48206, -2.17172, -0.54151)
H (-2.00658, 1.97116, -4.26627)
O (-1.01717, 1.68968, -0.37653)
H (-0.56287, 2.50187, -0.46926)
H (-1.13986, -3.48918, -0.47472)
O (1.61628, -0.14897, 2.34764)
H (1.11136, -0.24273, 1.50693)
H (1.33434, 0.62785, 2.74941)
O (0.65598, 2.60095, 2.01437)
H (2.20443, -2.33448, -1.23302)
H (4.33958, -2.58268, 2.12582)
O (0.14216, -0.39247, 0.18838)
H (0.35808, 2.37174, -4.52164)
H (0.85628, 2.00824, 1.31667)
O (-1.30865, 2.10961, -3.71025)
H (-2.48100, 2.08884, 0.34207)
H (-0.99267, 1.83404, -2.77694)
O (0.80468, 1.37234, -4.70416)
H (-1.08631, -0.19514, -1.41975)
H (1.56170, 1.35790, -4.04596)


(6)
DFT (wB97M-V/def2-TZVPD) results for 14 unconnected molecules or ions with the total composition H27O14 in a non-equilibrium geometry.

The relative energy (zero: lowest compared OMol25 entry of this formula, charge and spin) is 494.9 kJ/mol. The largest force on an atom comes out at 6.22 eV/Å. Its total charge is -1.

Cartesian coordinates (Å):
O (1.04730, 1.34794, 0.87947)
H (-0.07598, 1.76115, 0.25583)
O (-3.25452, -3.85457, 1.96440)
H (0.57591, 1.32493, 1.65442)
H (-1.68804, 0.76922, -4.20788)
O (0.71917, -1.95884, 2.35731)
H (-1.20517, -0.29006, -3.00254)
H (0.09127, -0.10380, -0.53587)
O (0.14408, -0.98917, -0.43866)
H (0.06135, -2.89146, -0.55854)
H (0.90456, -0.88030, 0.27005)
O (-0.14163, -3.31080, 0.19839)
H (1.62935, -2.23977, -0.83837)
H (-2.28168, -3.67381, 1.88182)
O (-1.73270, -1.50642, 1.56760)
H (-0.98142, 2.81526, -0.36431)
H (-1.40552, 3.20901, 1.40395)
O (2.07125, -3.09613, -0.95227)
H (-2.60934, 2.72889, -0.34069)
H (-1.27307, -1.08075, 0.91966)
O (-1.88796, 0.04979, -3.54824)
H (0.10047, -1.22526, 2.31608)
H (0.22431, 1.14216, -2.33698)
O (-3.08564, 3.58226, -0.64513)
H (-2.63992, 4.00852, -1.46144)
H (1.61203, -1.52515, 2.54604)
O (3.34248, 0.06945, 1.19973)
H (2.42855, 0.53009, 1.01869)
H (3.75739, 0.94194, 1.37096)
O (-0.63848, 2.73346, 1.83273)
H (3.02735, -2.99974, -0.90100)
H (1.28228, 0.24203, -3.19181)
O (-0.76045, 1.94117, -0.68168)
H (2.05302, 2.38795, -1.59420)
H (-0.00196, 3.41434, 2.04707)
O (0.55768, 0.78495, -3.17983)
H (0.45293, -3.95875, 0.50997)
H (-1.23365, -2.33304, 1.80153)
O (2.22859, 2.89795, -0.83037)
H (-3.65918, -3.01346, 1.75959)
H (2.24498, 2.24884, -0.14548)